Computed, not measured: a structure of composition C2H5IP2 at a distorted geometry, with ωB97M-V with the def2-TZVPD basis set.

Positions of all 10 atoms, in Å:
1 C -0.2050 0.6569 0.3039
2 C 0.2567 2.0804 0.3445
3 P 1.2933 -1.1573 -0.1308
4 P -0.2087 -2.5885 -0.0244
5 I -2.1509 0.1035 -0.1505
6 H -0.5784 2.7337 0.1115
7 H 0.9835 2.3659 -0.3233
8 H 0.6323 2.1746 1.3148
9 H 0.8625 -3.6783 -0.2478
10 H -0.8854 -2.6911 -1.1982

Summary:
HOMO-LUMO gap (alpha / beta) = 7.937 / 6.551 eV
ΔE to the lowest compared entry with this formula, charge and spin = 76.4 kcal per mole

***

Computed, not measured: a cluster of 10 separate species, C45H117N7O14 in total at a distorted geometry, with ωB97M-V with the def2-TZVPD basis set.

Positions of all 183 atoms, in Å:
1 C -1.0415 1.3171 -6.8699
2 C -0.7459 0.6074 -5.5001
3 C -1.9054 0.5985 -4.5214
4 O -0.3636 -0.7500 -5.7870
5 H -1.1511 2.3653 -6.5917
6 H -2.0293 1.1821 -7.3106
7 H -0.2609 1.2192 -7.6243
8 H 0.0480 1.0719 -4.9152
9 H -2.7099 0.1738 -5.1219
10 H -2.1796 1.5736 -4.1188
11 H -1.5927 -0.1188 -3.7627
12 H -0.6466 -0.9711 -6.6773
13 C -6.5446 0.4620 -3.0682
14 C -6.0076 1.7265 -2.3291
15 C -5.5318 2.8438 -3.0691
16 O -7.1124 2.2270 -1.5947
17 H -5.7994 0.0308 -3.7367
18 H -7.4162 0.7598 -3.6512
19 H -6.9061 -0.3565 -2.4457
20 H -5.1681 1.3884 -1.7217
21 H -5.4039 3.5975 -2.2922
22 H -6.0927 3.2769 -3.8973
23 H -4.5539 2.7032 -3.5296
24 H -7.5380 1.5543 -1.0581
25 C 2.3797 -7.1645 0.7890
26 C 2.8782 -6.2474 1.9203
27 C 3.3451 -6.9788 3.2210
28 O 3.8704 -5.5087 1.2819
29 H 3.0772 -7.9863 0.6269
30 H 2.0315 -6.7037 -0.1354
31 H 1.5095 -7.5675 1.3072
32 H 2.1706 -5.4517 2.1532
33 H 4.0704 -6.4142 3.8069
34 H 3.7199 -7.9450 2.8832
35 H 2.5791 -7.3117 3.9213
36 H 4.7262 -5.9294 1.1712
37 C 0.8101 6.3059 0.4435
38 C 1.7728 5.4860 1.2088
39 C 1.1524 4.7146 2.4463
40 O 2.1762 4.0844 3.1327
41 C 1.9562 3.1455 4.1870
42 N 2.3045 4.3854 0.3845
43 H 1.2126 7.2500 0.0764
44 H -0.1294 6.5455 0.9416
45 H 0.4894 5.7954 -0.4646
46 H 2.5681 6.2139 1.3695
47 H 0.4152 3.9881 2.1047
48 H 0.6701 5.4827 3.0509
49 H 1.1188 2.4575 4.0704
50 H 1.8490 3.5422 5.1965
51 H 2.8731 2.5663 4.2959
52 H 2.9279 3.9210 1.0294
53 H 1.6037 3.6884 0.1766
54 C -0.1149 -3.1505 7.3850
55 C -0.2938 -4.2061 6.3540
56 C -1.1398 -3.7731 5.0654
57 O -1.4008 -4.8920 4.1843
58 C -1.4747 -4.5029 2.8006
59 N 0.9977 -4.6370 5.9132
60 H -1.0806 -2.7339 7.6712
61 H 0.4550 -2.2403 7.1981
62 H 0.3489 -3.6368 8.2432
63 H -0.7933 -5.0383 6.8500
64 H -0.6796 -2.9736 4.4848
65 H -2.0977 -3.3530 5.3718
66 H -0.4176 -4.5513 2.5394
67 H -1.8871 -3.5113 2.6137
68 H -1.9874 -5.2923 2.2510
69 H 0.8609 -5.4678 5.3554
70 H 1.4913 -5.0666 6.6826
71 C 0.9681 6.7740 -3.7757
72 C 0.1123 6.6848 -5.1176
73 C -0.3039 5.3004 -5.6000
74 O -1.0679 5.2743 -6.8259
75 C -0.3729 5.6428 -7.9660
76 N -1.1048 7.4093 -4.7447
77 H 1.1080 7.8137 -3.4800
78 H 1.9772 6.3798 -3.8955
79 H 0.4908 6.2675 -2.9369
80 H 0.7576 7.2243 -5.8108
81 H -0.9328 4.9405 -4.7857
82 H 0.5691 4.6483 -5.6275
83 H 0.5119 5.0156 -8.0752
84 H 0.0120 6.6616 -7.9221
85 H -0.9544 5.5561 -8.8838
86 H -1.4674 7.1097 -3.8508
87 H -1.8656 7.2315 -5.3848
88 C 2.0200 -1.9937 3.0397
89 O 1.5274 -1.2237 1.8779
90 C 1.5240 0.1745 2.0795
91 C 0.7667 0.7677 0.8223
92 N 1.3829 0.4724 -0.4419
93 C 0.5576 0.7989 -1.6354
94 C -0.0209 2.2636 -1.7842
95 O -1.3309 2.4126 -1.1780
96 C -1.9224 3.6095 -1.4875
97 H 1.1853 -2.3443 3.6467
98 H 2.5966 -1.3389 3.6931
99 H 2.7470 -2.6500 2.5613
100 H 2.4963 0.6335 2.2585
101 H 0.9492 0.2927 2.9980
102 H 0.5866 1.8409 0.8854
103 H -0.1723 0.2169 0.7670
104 H 1.5951 -0.5131 -0.5040
105 H -0.2221 0.0488 -1.7677
106 H 1.3146 0.7167 -2.4154
107 H 0.0435 2.4578 -2.8549
108 H 0.6222 2.9674 -1.2558
109 H -2.1698 3.4878 -2.5420
110 H -1.2374 4.4526 -1.3976
111 H -2.8406 3.7724 -0.9232
112 C -7.5660 -5.5158 0.0929
113 O -6.9377 -4.3800 0.5733
114 C -7.5242 -3.1559 0.0427
115 C -6.9717 -1.9015 0.6955
116 N -5.6869 -1.4426 0.1534
117 C -5.1583 -0.1438 0.6442
118 C -3.7728 0.1523 0.0823
119 O -2.9147 -0.8840 0.5595
120 C -2.5882 -0.8790 1.9597
121 H -8.6544 -5.4820 0.0445
122 H -7.2966 -6.4071 0.6595
123 H -7.3053 -5.7362 -0.9423
124 H -8.5826 -3.0678 0.2879
125 H -7.2723 -3.0334 -1.0107
126 H -6.8586 -2.0651 1.7672
127 H -7.6733 -1.0784 0.5600
128 H -4.9187 -2.0892 0.0442
129 H -5.2607 -0.2421 1.7249
130 H -5.8551 0.6104 0.2785
131 H -3.3269 1.1157 0.3298
132 H -3.8864 -0.0680 -0.9791
133 H -2.3123 0.1515 2.1830
134 H -1.7229 -1.4221 2.3395
135 H -3.4348 -1.0278 2.6300
136 C 9.6960 3.6007 6.2711
137 O 9.2036 2.9788 5.1577
138 C 10.0616 1.9999 4.6029
139 C 9.0757 1.0896 3.7608
140 N 8.5612 1.9137 2.7143
141 C 7.7211 1.1470 1.7515
142 C 6.3633 0.5313 2.2020
143 O 5.5572 1.6003 2.7318
144 C 4.9618 2.4348 1.7890
145 H 9.4486 2.9877 7.1378
146 H 9.3483 4.6330 6.2319
147 H 10.7782 3.7200 6.3224
148 H 10.4993 1.3313 5.3442
149 H 10.7631 2.4057 3.8740
150 H 8.2888 0.7685 4.4433
151 H 9.6421 0.2741 3.3109
152 H 8.0304 2.6687 3.1245
153 H 8.3174 0.3357 1.3340
154 H 7.4632 1.7171 0.8590
155 H 6.5803 -0.1186 3.0497
156 H 5.8066 0.0389 1.4046
157 H 5.5462 2.8045 0.9464
158 H 4.5428 3.3559 2.1941
159 H 4.0644 2.1208 1.2558
160 C -4.8534 -3.9289 -4.1326
161 O -5.0101 -3.7499 -2.7102
162 C -3.7504 -3.7960 -2.1795
163 C -2.7133 -2.7394 -2.4209
164 N -1.2994 -3.3098 -2.6472
165 C -0.6577 -3.8223 -1.3635
166 C 0.8573 -4.0965 -1.4757
167 O 1.5044 -2.8662 -1.7778
168 C 2.7365 -2.6766 -1.1872
169 H -5.7994 -3.9640 -4.6730
170 H -4.3129 -4.8462 -4.3661
171 H -4.3586 -3.1363 -4.6940
172 H -3.3119 -4.7176 -2.5623
173 H -4.0074 -3.9626 -1.1334
174 H -2.7373 -2.0906 -1.5454
175 H -3.0116 -2.1761 -3.3051
176 H -0.6904 -2.6057 -3.0388
177 H -1.1546 -4.7439 -1.0606
178 H -0.8213 -3.0374 -0.6250
179 H 1.0777 -4.8417 -2.2400
180 H 1.3685 -4.5715 -0.6383
181 H 2.5310 -2.5023 -0.1311
182 H 3.3660 -1.8149 -1.4093
183 H 3.5105 -3.4283 -1.3418

Summary:
charge = +1
HOMO-LUMO gap (alpha / beta) = 7.326 / 2.560 eV
2S+1 = 2
<S²> = 0.754

***

Computed, not measured: a structure of composition C25H25BF4N6OS2SeSn, with ωB97M-V with the def2-TZVPD basis set.

Positions of all 66 atoms, in Å:
1 Sn -0.6715 0.3013 0.1063
2 C 3.5612 -1.5299 -0.6588
3 C 2.2518 -1.1228 -0.0670
4 N 1.2649 -0.6885 -0.7587
5 N 1.3602 -0.6460 -2.1298
6 C 0.1448 -0.5633 -2.6393
7 O -0.9387 -0.5186 -1.9668
8 C 0.0237 -0.5227 -4.1259
9 C -1.2439 -0.6109 -4.6929
10 C -1.3964 -0.5697 -6.0715
11 C -0.2823 -0.4266 -6.8880
12 C 0.9849 -0.3370 -6.3232
13 C 1.1397 -0.3905 -4.9472
14 C 2.0218 -1.2759 1.3970
15 C 3.0585 -1.5196 2.2857
16 C 2.7552 -1.6990 3.6270
17 C 1.4358 -1.6296 4.0415
18 C 0.4621 -1.3657 3.0884
19 N 0.7524 -1.2053 1.8039
20 H 3.4843 -1.5529 -1.7405
21 H 3.8672 -2.5088 -0.2878
22 H 4.3329 -0.8089 -0.3763
23 H -2.0993 -0.7239 -4.0393
24 H -2.3845 -0.6512 -6.5078
25 H -0.3986 -0.3918 -7.9638
26 H 1.8538 -0.2280 -6.9593
27 H 2.1186 -0.3232 -4.4929
28 H 4.0820 -1.5539 1.9404
29 H 3.5457 -1.8872 4.3417
30 H 1.1611 -1.7833 5.0757
31 H -0.5874 -1.2774 3.3506
32 S 1.4206 2.0292 1.4288
33 C 0.7570 2.0672 2.9646
34 N -0.5262 2.0149 3.2646
35 C -0.9145 2.2331 4.6489
36 C 0.3113 1.8772 5.4849
37 S 1.7389 2.2052 4.4069
38 H -1.2349 2.0689 2.5312
39 H -1.7701 1.6038 4.8897
40 H -1.2028 3.2775 4.7903
41 H 0.3180 0.8247 5.7639
42 H 0.3847 2.4881 6.3807
43 C -1.3696 2.7372 -4.6772
44 N -2.3153 2.4149 -3.6246
45 C -2.0412 2.3386 -2.3041
46 Se -0.4127 2.7032 -1.4984
47 N -3.1686 1.9614 -1.6781
48 C -4.1742 1.7243 -2.6023
49 C -5.4869 1.3069 -2.4556
50 C -6.2323 1.1909 -3.6171
51 C -5.6865 1.4856 -4.8727
52 C -4.3743 1.9082 -5.0108
53 C -3.6309 2.0175 -3.8459
54 H -0.3795 2.8147 -4.2365
55 H -1.6363 3.6847 -5.1453
56 H -1.3712 1.9407 -5.4193
57 H -3.2641 1.8282 -0.6767
58 H -5.8937 1.0810 -1.4796
59 H -7.2617 0.8654 -3.5533
60 H -6.3045 1.3844 -5.7547
61 H -3.9527 2.1409 -5.9794
62 F -2.8524 -0.0529 2.3814
63 B -3.6685 0.9783 1.8795
64 F -4.2992 0.5747 0.6861
65 F -4.5653 1.3952 2.8337
66 F -2.8082 2.0870 1.5089

Summary:
HOMO-LUMO gap = 7.337 eV
ΔE to the lowest compared entry with this formula, charge and spin = 2.0 kcal per mole

***

Computed, not measured: the molecule C4H8O2, with ωB97M-V with the def2-TZVPD basis set.

Positions of all 14 atoms, in Å:
1 O 1.9596 0.7714 -0.8230
2 C 1.3284 1.4471 -0.0427
3 C -0.0013 1.0493 0.5520
4 C -0.8493 0.1402 -0.3437
5 C -0.3580 -1.2976 -0.4244
6 O -0.3830 -1.8418 0.8861
7 H 1.7300 2.4354 0.2751
8 H -0.5490 1.9639 0.8098
9 H 0.1968 0.5305 1.5022
10 H -1.8726 0.1315 0.0488
11 H -0.8923 0.5497 -1.3602
12 H -1.0234 -1.8657 -1.0945
13 H 0.6537 -1.3164 -0.8469
14 H 0.0606 -2.6973 0.8613

Summary:
SMILES string = O=CCCCO
HOMO-LUMO gap = 10.631 eV
ΔE to the lowest compared entry with this formula, charge and spin = 27.3 kcal per mole

***

Computed, not measured: the molecule C3H4O at a distorted geometry, with ωB97M-V with the def2-TZVPD basis set.

Positions of all 8 atoms, in Å:
1 C -0.6836 1.4903 -1.1864
2 C -0.3358 0.6298 -0.3899
3 C 0.1422 -0.6404 0.7629
4 O 1.3781 -1.2308 0.5456
5 H -1.1182 2.3183 -1.6694
6 H -0.7570 -1.1704 0.5451
7 H 0.1132 0.0461 1.7567
8 H 1.2611 -1.4430 -0.3647

Summary:
SMILES string = C#CCO
HOMO-LUMO gap = 10.949 eV
ΔE to the lowest compared entry with this formula, charge and spin = 61.9 kcal per mole

***

Computed, not measured: a structure of composition C23H45BaCl3N2O3PSi at a distorted geometry, with ωB97M-V with the def2-TZVPD basis set.

Positions of all 79 atoms, in Å:
1 C 2.6005 -2.7194 -2.3068
2 C 2.1034 -1.8747 -3.4345
3 H 2.0579 -3.6772 -2.2909
4 H 2.5052 -2.2307 -1.3292
5 H 3.6761 -2.9551 -2.4267
6 C 2.0198 -2.3677 -4.6833
7 C 2.3364 -3.7777 -5.0489
8 H 1.7923 -1.7195 -5.5235
9 H 1.8865 -4.5157 -4.3660
10 H 3.4214 -3.9632 -5.0814
11 H 1.9496 -3.9645 -6.0559
12 Ba 2.9107 1.1457 -0.4567
13 Cl 2.9871 2.7684 2.0350
14 Cl 3.8664 -1.3130 0.4868
15 C -0.1378 3.3068 1.9083
16 O -0.7493 2.2638 2.1350
17 N -0.6600 4.4090 1.3505
18 C -2.0602 4.3751 0.9363
19 C 0.1674 5.5555 0.9940
20 H 0.9551 3.4070 2.1527
21 H -2.6598 3.8757 1.7093
22 H -2.1917 3.8320 -0.0156
23 H -2.3927 5.4109 0.8025
24 H 0.9650 5.6376 1.7471
25 H -0.4555 6.4533 0.9821
26 H 0.6391 5.4245 0.0082
27 H -0.1992 -5.0712 3.2822
28 H -0.2209 -3.6956 0.7322
29 C -1.2843 -5.0840 3.0582
30 C -1.2693 -4.0300 0.8354
31 N -1.7022 -3.9894 2.2148
32 H -1.8411 -5.0271 4.0078
33 C -2.2544 -2.8386 2.7570
34 O -3.1121 -2.1292 2.2395
35 H -1.9110 -3.3580 0.2471
36 H -1.8434 -2.6195 3.7667
37 H -1.5085 -6.0342 2.5411
38 H -1.3408 -5.0683 0.4845
39 O 1.3952 -0.0526 -1.9007
40 C 2.0051 -0.3714 -3.1790
41 C 0.3410 0.1078 -5.0546
42 C 1.4488 0.4849 -4.2903
43 H -0.0872 -0.8909 -4.9030
44 C -0.1818 0.9893 -6.0064
45 H 3.0698 -0.0727 -3.0558
46 C 2.0923 1.7099 -4.5298
47 H -1.0755 0.6907 -6.5679
48 C 0.4506 2.2117 -6.2475
49 C 1.5859 2.5631 -5.5058
50 H 2.9946 1.9648 -3.9502
51 H 0.0601 2.8763 -7.0178
52 H 2.0973 3.5148 -5.7022
53 Si -0.4451 0.1626 -1.4516
54 Cl -0.0108 -1.6169 2.5242
55 C -1.6113 -0.6417 -2.6504
56 C -0.4530 2.0264 -1.7125
57 C -0.7680 -0.3495 0.2560
58 H -1.7827 -0.0252 -3.5444
59 H -2.5739 -0.7318 -2.1258
60 H -1.3088 -1.6454 -2.9664
61 H -1.7772 -0.7461 0.4215
62 H -0.6372 0.4715 0.9666
63 H -0.0303 -1.1561 0.4093
64 H -0.2025 2.2360 -2.7644
65 H 0.2582 2.5838 -1.0774
66 H -1.4592 2.4179 -1.5072
67 C -2.2532 0.2381 7.2771
68 P -1.2691 -0.0670 5.7463
69 C -1.0565 1.6859 5.2200
70 C 0.3945 -0.2905 6.5258
71 H -3.2688 0.5315 6.9857
72 H -1.7879 1.0321 7.8735
73 H -2.3053 -0.6922 7.8555
74 H -1.2972 2.3806 6.0362
75 H -0.0278 1.8280 4.8683
76 H -1.7199 1.8549 4.3646
77 H 0.3987 0.0694 7.5609
78 H 0.6124 -1.3629 6.5012
79 H 1.1397 0.2392 5.9240

Summary:
charge = -1
HOMO-LUMO gap = 5.121 eV
ΔE to the lowest compared entry with this formula, charge and spin = 0.0 kcal per mole

***

Computed, not measured: a cluster of 2 separate species, C4H11N3O2 in total, with ωB97M-V with the def2-TZVPD basis set.

Positions of all 20 atoms, in Å:
1 H 1.9236 3.2855 -1.0772
2 N 1.5537 2.4132 -1.4472
3 C 0.3062 2.3766 -1.2739
4 N -0.4325 3.3475 -0.6214
5 N -0.5003 1.3332 -1.7431
6 C -0.7268 0.2407 -0.8108
7 H -1.3864 3.1659 -0.4544
8 H 0.0116 4.0490 -0.0600
9 H -0.2257 1.0164 -2.6567
10 H -0.5840 0.5311 0.2247
11 H -0.0963 -0.6381 -0.9872
12 H -1.7482 -0.1420 -0.8913
13 C 1.1190 -2.3278 1.2503
14 C -0.3139 -2.5582 1.5907
15 O -1.0935 -1.6589 1.8030
16 O -0.6834 -3.8399 1.6919
17 H 1.2257 -1.2518 1.1541
18 H 1.4630 -2.7424 0.2977
19 H 1.7824 -2.7780 1.9874
20 H -1.5939 -3.8221 2.0233

Summary:
SMILES string = [H]/N=C(\N)NC.CC(=O)O
HOMO-LUMO gap = 9.760 eV
ΔE to the lowest compared entry with this formula, charge and spin = 20.6 kcal per mole

***

Computed, not measured: a structure of composition C20H25F5MnN2O4S at a distorted geometry, with ωB97M-V with the def2-TZVPD basis set.

Positions of all 58 atoms, in Å:
1 C -1.1766 -4.7877 3.5479
2 O -0.1925 -4.8512 2.4833
3 C -0.5854 -3.8634 1.5170
4 C -0.4648 -4.4847 0.0808
5 C 0.7380 -3.9859 -0.8060
6 C 1.1222 -2.4938 -0.6782
7 C 2.5392 -2.2104 -0.3918
8 C 3.0284 -0.8486 -0.2616
9 C 2.1128 0.3571 -0.4112
10 N 2.7096 1.5838 -0.3093
11 C 1.7610 2.5404 -0.5110
12 C 2.2630 4.0283 -0.4831
13 C 1.1857 5.0487 0.0615
14 C 1.9613 6.2864 0.6828
15 C 1.6630 6.4812 2.2021
16 F 0.2895 6.5206 2.3536
17 F 2.1281 7.7342 2.5763
18 C 2.3649 5.4395 3.1554
19 F 2.5472 4.2018 2.5977
20 F 1.5558 5.2623 4.2435
21 F 3.5661 5.9169 3.5560
22 C 0.3137 2.3203 -0.7543
23 N -0.2136 1.0871 -0.8373
24 C 0.7158 0.0774 -0.6824
25 C 0.2102 -1.3242 -0.8076
26 C -1.2845 -1.5175 -1.1171
27 C -1.5526 -1.6016 -2.7063
28 C -2.9437 -0.8933 -2.9807
29 S -4.4226 -1.8917 -2.5558
30 O -4.6362 -2.8396 -3.6275
31 O -5.5116 -0.9680 -2.3599
32 O -4.2833 -2.7615 -1.0837
33 H -0.8211 -5.3498 4.4435
34 H -1.3120 -3.7132 3.8599
35 H -2.1632 -5.2238 3.2453
36 H -1.6877 -3.6750 1.6963
37 H -0.0790 -2.8762 1.6673
38 H -1.4121 -4.3891 -0.5238
39 H -0.3286 -5.5931 0.2214
40 H 0.4597 -4.1677 -1.8835
41 H 1.6451 -4.6235 -0.6287
42 H 3.2777 -3.0434 -0.3004
43 H 4.1156 -0.6694 -0.0699
44 H 2.4626 4.2823 -1.5599
45 H 3.2385 4.0615 0.0629
46 H 0.6419 5.4524 -0.8364
47 H 0.4311 4.6032 0.7515
48 H 1.6943 7.2395 0.1522
49 H 3.0711 6.1609 0.5774
50 H -0.3804 3.1790 -0.8999
51 H -1.7494 -2.4127 -0.6463
52 H -1.8881 -0.6379 -0.7646
53 H -1.5633 -2.6584 -3.0652
54 H -0.7165 -1.0110 -3.1687
55 H -2.9671 -0.6303 -4.0754
56 H -3.0516 0.0813 -2.4372
57 H -3.6320 -3.5149 -1.2498
58 Mn -4.7936 -4.4334 -0.2611

Summary:
charge = +2
HOMO-LUMO gap (alpha / beta) = 2.154 / 2.211 eV
2S+1 = 6
<S²> = 8.782

***

Values of electronic energy, in order: -28828.3641; -87637.0861; -141723.2117; -8372.0971; -5219.4540; -89136.3757; -12891.9345; -88033.8104, all in eV.